{
  "formula": "C5H14NOS",
  "method": "the ωB97M-V functional and the def2-TZVPD basis",
  "symbols": ["C", "C", "S", "C", "N", "C", "C", "H", "H", "H", "H", "H", "H", "H", "H", "H", "H", "H", "H", "H", "H", "O"],
  "coordinates": [[0.4240, 0.3204, 0.7122], [1.4484, 0.5570, 1.8433], [2.7982, 1.4188, 1.0664], [-0.8280, -0.5434, 1.1198], [-2.2786, -0.3496, 0.6098], [-2.1102, -0.8019, -0.8301], [-1.6638, 0.1821, -1.8257], [1.0294, -0.1016, -0.1088], [-0.0611, 1.1327, 0.3398], [1.8162, -0.3869, 2.3524], [0.8847, 1.1409, 2.5517], [-0.8426, -0.2010, 2.0699], [-0.5148, -1.6831, 1.0736], [-2.5935, 0.6908, 0.5779], [-1.3535, -1.6701, -0.9095], [-3.1511, -1.2560, -0.9982], [-2.3191, -0.2546, -2.6024], [-1.7071, 1.2061, -1.7406], [-0.6487, -0.0053, -2.1480], [4.3014, 0.4289, -0.4933], [3.2689, 0.3417, -1.4557], [4.1010, -0.1659, -1.2045]],
  "forces_ev_per_angstrom": [[0.787, -3.406, -0.989], [-0.598, -1.091, 0.117], [-0.058, 0.580, 0.539], [0.367, -1.784, -1.034], [3.401, 0.609, -1.410], [-1.911, -2.162, 2.718], [-0.042, -2.689, -2.598], [-0.646, -0.141, -0.115], [-0.483, 3.241, -0.811], [-0.649, 0.951, -0.775], [0.366, 0.585, 0.663], [-0.609, 0.167, 3.747], [-1.167, 2.274, 0.236], [1.125, -2.177, 0.229], [-1.466, 1.093, 0.596], [1.458, 0.695, -0.601], [0.609, 1.396, -0.891], [-1.003, 2.265, 0.678], [0.386, -0.169, -0.018], [1.025, 0.077, 1.087], [1.241, -1.381, -0.286], [-2.134, 1.067, -1.082]],
  "e_homo_ev": [-9.31, -9.20],
  "de_lowest_kcal_mol": 60.9,
  "gap_ev": [10.09, 6.86],
  "total_energy_ev": -19780.7904,
  "multiplicity": 2,
  "charge": 0
}

=====

{
  "formula": "H3OP",
  "method": "the ωB97M-V functional and the def2-TZVPD basis",
  "symbols": ["O", "P", "H", "H", "H"],
  "coordinates": [[1.1040, -0.2061, -0.3444], [0.3054, -0.1280, 1.0757], [0.4434, -0.2143, -1.0013], [-0.5333, -1.1916, 0.7980], [-1.3195, 1.7400, -0.5280]],
  "forces_ev_per_angstrom": [[1.331, 0.319, 0.908], [0.272, 0.800, 0.487], [-0.880, -0.231, -1.748], [-0.870, -0.627, 0.041], [0.147, -0.261, 0.312]],
  "e_homo_ev": [-10.40, -8.36],
  "de_lowest_kcal_mol": 78.1,
  "gap_ev": [9.66, 7.45],
  "total_energy_ev": -11380.8903,
  "charge": 0
}